No. 1
43
Properties=species:S:1:pos:R:3 method="wB97M-V/def2-TZVPD" total_energy_ha=-2505.64281 molar_mass_g_mol=382.378 e_above_lowest_kcal_mol=287.0 spin_multiplicity=1 orbital_gap_ev=8.59
C -3.843 -4.101 0.068
C -2.543 -3.235 -0.368
C -1.869 -2.571 0.862
C -0.751 -1.855 0.541
H -0.011 -2.601 -0.071
H -0.436 -1.423 1.495
S -1.240 -0.600 -0.496
N 0.148 0.382 -0.923
S 0.711 1.251 0.365
O 0.514 0.532 1.715
O 0.260 2.793 0.375
C 2.422 1.281 0.080
C 3.072 0.496 -1.101
C 4.445 0.766 -1.134
C 5.261 1.168 -0.320
C 4.648 1.658 1.107
C 3.384 1.529 1.223
H 2.865 2.025 2.155
H 5.473 2.193 1.683
C 6.728 1.225 -0.262
H 7.167 0.427 0.181
H 7.061 2.242 0.036
H 7.016 1.058 -1.351
H 4.778 0.333 -1.912
H 2.374 0.465 -1.979
C -2.251 0.525 0.370
C -2.566 1.644 -0.279
C -3.908 2.607 -0.297
C -3.478 1.863 -1.431
H -3.073 2.560 -2.239
H -3.825 1.097 -1.967
Cl -4.121 4.155 -0.190
Cl -5.241 1.637 0.527
H -1.758 2.382 -0.212
H -1.903 0.558 1.361
H -3.206 0.119 0.482
H -1.687 -3.483 1.359
H -2.753 -2.054 1.723
H -1.986 -3.766 -0.912
H -3.136 -2.273 -0.908
H -4.276 -4.568 -0.759
H -4.779 -3.456 0.769
H -3.685 -4.983 0.632

=====

No. 2
11
Properties=species:S:1:pos:R:3 method="wB97M-V/def2-TZVPD" total_energy_ha=-285.28700 molar_mass_g_mol=83.090 e_above_lowest_kcal_mol=80.1 spin_multiplicity=1 orbital_gap_ev=9.48 smiles="[H]/N=C1/C=CCO1"
H 2.693 -0.672 -0.347
N 2.205 0.219 -0.321
C 1.000 0.042 0.014
C -0.002 1.098 0.044
C -1.246 0.592 -0.077
C -1.070 -0.875 0.312
O 0.356 -1.137 0.238
H 0.182 2.151 0.092
H -1.152 1.229 -1.054
H -1.609 -1.618 -0.272
H -1.356 -1.029 1.371

=====

No. 3
14
Properties=species:S:1:pos:R:3 method="wB97M-V/def2-TZVPD" total_energy_ha=-303.66929 molar_mass_g_mol=88.110 e_above_lowest_kcal_mol=139.8 spin_multiplicity=1 orbital_gap_ev="7.71 / 7.71"
C 2.169 -0.120 0.349
C 1.087 0.689 0.361
C -0.185 -0.057 0.214
N -2.669 0.106 0.091
N -1.371 0.502 0.581
O -0.278 -1.396 0.383
H 3.256 0.311 0.522
H 2.051 -1.133 0.189
H 1.095 1.727 0.463
H -0.529 -0.202 -1.715
H -2.737 -0.871 0.390
H -2.554 -0.013 -0.975
H -1.246 1.442 0.877
H 0.577 -1.770 0.305

=====

No. 4
113
Properties=species:S:1:pos:R:3 method="wB97M-V/def2-TZVPD" total_energy_ha=-7852.80181 molar_mass_g_mol=1065.258 charge=-2 e_above_lowest_kcal_mol=0.0 spin_multiplicity=1 orbital_gap_ev=4.38
Rb -0.101 -1.092 0.332
C -2.291 -0.661 3.549
C -1.009 -1.430 3.983
C 0.193 -0.521 4.095
C 1.003 -0.443 5.229
C 2.140 0.379 5.244
C 2.457 1.026 4.093
C 1.626 0.893 2.996
N 0.508 0.183 2.985
N -3.066 -1.257 2.468
C -3.964 -0.272 1.882
C -3.239 0.888 1.237
C -3.545 2.192 1.570
C -2.943 3.214 0.855
C -2.045 2.904 -0.116
C -1.790 1.557 -0.395
N -2.388 0.579 0.277
C -3.859 -2.425 2.818
C -3.035 -3.667 3.133
C -3.231 -4.329 4.325
C -2.501 -5.530 4.509
C -1.632 -5.959 3.525
C -1.503 -5.207 2.387
N -2.215 -4.101 2.179
H -2.946 -0.481 4.430
H -1.944 0.331 3.176
H -1.224 -1.911 4.952
H -0.791 -2.234 3.294
H 0.726 -1.055 6.089
H 2.707 0.466 6.172
H 3.333 1.672 4.050
H 1.953 1.404 2.058
H -4.461 -0.761 1.049
H -4.726 0.129 2.582
H -4.249 2.408 2.343
H -3.163 4.264 1.080
H -1.488 3.671 -0.701
H -1.063 1.280 -1.206
H -4.518 -2.231 3.697
H -4.505 -2.661 1.931
H -3.862 -3.964 5.108
H -2.684 -6.039 5.464
H -1.098 -6.883 3.634
H -0.782 -5.496 1.581
S 2.040 -2.911 -1.392
C 3.207 -3.169 -0.150
C 4.578 -3.091 -0.530
C 5.650 -3.175 0.380
C 7.029 -3.138 -0.074
N 8.099 -3.148 -0.496
C 5.343 -3.371 1.737
C 3.982 -3.504 2.148
C 2.915 -3.458 1.212
S 1.284 -3.781 1.744
C 6.345 -3.500 2.769
N 7.096 -3.710 3.635
H 4.768 -3.001 -1.606
H 3.743 -3.714 3.159
C -4.239 -1.463 -5.854
Ge -3.338 -1.230 -4.108
C -4.034 0.379 -3.218
C -1.364 -1.138 -4.286
C -3.969 -2.859 -3.266
Se -3.655 -3.194 -1.393
C -1.740 -3.671 -1.556
H -4.192 -0.621 -6.533
H -5.278 -1.692 -5.613
H -3.827 -2.336 -6.305
H -3.943 1.251 -3.853
H -3.527 0.623 -2.262
H -5.087 0.187 -3.029
H -1.183 -0.260 -4.882
H -0.884 -2.004 -4.755
H -0.891 -0.960 -3.333
H -3.584 -3.706 -3.839
H -5.046 -2.871 -3.276
H -1.229 -2.937 -2.134
H -1.635 -4.648 -2.043
H -1.325 -3.790 -0.531
C 2.398 5.905 1.766
C 3.277 5.655 0.714
C 3.092 4.581 -0.102
C 2.046 3.690 0.084
C 1.199 3.911 1.162
C 1.337 5.012 1.999
Si 1.565 2.280 -1.120
C 0.497 3.376 -2.284
C 0.285 4.733 -2.210
C -0.564 5.422 -3.054
C -1.308 4.756 -4.011
C -1.162 3.375 -4.080
C -0.243 2.734 -3.257
C 3.135 2.208 -2.232
C 4.095 1.260 -1.927
C 5.228 1.035 -2.725
C 5.364 1.826 -3.856
C 4.450 2.815 -4.199
C 3.366 3.015 -3.354
H 2.574 6.742 2.448
H 4.120 6.320 0.561
H 3.759 4.433 -0.954
H 0.380 3.206 1.279
H 0.608 5.200 2.790
H 0.752 5.295 -1.387
H -0.651 6.517 -2.921
H -1.989 5.307 -4.628
H -1.737 2.827 -4.802
H -0.169 1.639 -3.378
H 3.989 0.564 -1.090
H 5.907 0.217 -2.511
H 6.207 1.627 -4.493
H 4.621 3.475 -5.074
H 2.677 3.818 -3.569

=====

No. 5
49
Properties=species:S:1:pos:R:3 method="wB97M-V/def2-TZVPD" total_energy_ha=-2733.09007 molar_mass_g_mol=427.394 charge=+1 s_squared=6.0885 e_above_lowest_kcal_mol=0.0 spin_multiplicity=5 orbital_gap_ev="5.93 / 7.14"
Mn 1.186 -0.876 -0.308
F 0.590 -5.799 -1.303
C -0.069 -5.720 -0.142
F 0.803 -5.975 0.838
F -0.997 -6.679 -0.131
C -0.697 -4.358 0.037
C -2.059 -4.222 0.245
C -2.624 -2.959 0.406
C -1.806 -1.859 0.346
N -0.487 -1.998 0.161
C 0.078 -3.205 0.011
S 1.816 -3.058 -0.205
H -2.682 -5.106 0.279
H -3.684 -2.836 0.579
H -2.180 -0.851 0.461
N 2.576 -0.589 -1.908
H 3.537 -0.743 -1.613
H 2.529 0.330 -2.339
H 2.381 -1.288 -2.619
C -2.306 0.925 -1.831
C -1.542 2.248 -1.743
C -0.453 2.327 -2.818
C -1.030 2.547 -0.342
C -1.601 3.592 0.376
C -1.146 3.944 1.636
C -0.067 3.267 2.173
C 0.542 2.218 1.491
C 1.777 1.573 2.099
C 3.022 1.631 1.207
C 1.539 0.155 2.610
C 0.016 1.842 0.255
O 0.550 0.778 -0.425
H -2.707 0.779 -2.837
H -3.144 0.908 -1.129
H -1.647 0.086 -1.610
H -2.259 3.042 -1.963
H 0.216 1.466 -2.758
H 0.142 3.235 -2.710
H -0.906 2.334 -3.811
H -2.414 4.150 -0.077
H -1.611 4.755 2.181
H 0.330 3.566 3.137
H 2.011 2.174 2.980
H 2.984 0.901 0.398
H 3.919 1.416 1.790
H 3.137 2.614 0.748
H 1.368 -0.537 1.782
H 0.660 0.084 3.250
H 2.408 -0.231 3.145

=====

No. 6
24
Properties=species:S:1:pos:R:3 method="wB97M-V/def2-TZVPD" total_energy_ha=-442.79075 molar_mass_g_mol=133.191 e_above_lowest_kcal_mol=56.8 spin_multiplicity=1 orbital_gap_ev=10.45 smiles="CC(C)[C@@H](C)NC=O.O"
C -2.056 0.987 -0.640
C -1.141 0.504 0.609
C -1.752 1.134 1.924
C 0.389 0.625 0.190
C 0.803 2.072 0.417
N 1.289 -0.243 1.032
C 1.799 -1.460 0.654
O 1.506 -1.873 -0.443
H -2.801 0.321 -0.951
H -2.483 2.078 -0.356
H -1.572 1.117 -1.558
H -1.446 -0.564 0.733
H -1.686 2.128 2.036
H -1.202 0.757 2.794
H -2.784 0.771 2.034
H 0.492 0.099 -0.846
H 0.271 2.457 1.281
H 1.741 2.014 0.853
H 0.571 2.665 -0.383
H 1.618 0.328 1.818
H 2.459 -1.986 1.402
O -0.263 -1.798 -3.231
H 0.565 -1.962 -2.860
H -0.960 -2.329 -2.751

=====

No. 7
75
Properties=species:S:1:pos:R:3 method="wB97M-V/def2-TZVPD" total_energy_ha=-2603.10997 molar_mass_g_mol=808.546 charge=+2 s_squared=2.0317 e_above_lowest_kcal_mol=36.9 spin_multiplicity=3 orbital_gap_ev="6.39 / 6.47"
W -0.179 0.283 0.252
C -1.889 -3.244 2.487
C -1.801 -2.046 1.778
N -0.677 -1.348 1.666
C 0.424 -1.806 2.346
C 0.434 -3.026 3.048
C -0.773 -3.753 3.102
C 1.644 -3.440 3.650
C 2.757 -2.652 3.555
C 2.719 -1.393 2.919
C 1.557 -0.953 2.331
N 1.264 0.269 1.717
C 1.462 1.483 2.372
C 2.474 1.842 3.237
C 2.473 3.109 3.846
C 1.481 4.021 3.613
C 0.404 3.680 2.767
C -0.713 4.511 2.537
C -1.768 4.041 1.795
C -1.709 2.759 1.252
N -0.650 1.969 1.393
C 0.405 2.410 2.156
H -2.837 -3.761 2.528
H -2.673 -1.638 1.283
H -0.811 -4.693 3.637
H 1.671 -4.385 4.175
H 3.694 -2.982 3.982
H 3.616 -0.793 2.878
H 3.283 1.160 3.446
H 3.277 3.354 4.527
H 1.485 4.990 4.094
H -0.731 5.503 2.970
H -2.652 4.641 1.633
H -2.533 2.360 0.680
O -2.048 2.009 -3.197
C -1.873 1.178 -2.337
O -1.260 1.403 -1.200
C -2.366 -0.257 -2.513
P -1.397 -1.250 -1.345
C -1.999 -2.949 -1.531
C -3.337 -3.200 -1.218
C -3.870 -4.459 -1.437
C -3.073 -5.468 -1.960
C -1.738 -5.224 -2.247
C -1.191 -3.968 -2.028
C 0.317 -1.273 -1.971
C 1.244 -1.757 -1.023
C 2.608 -1.741 -1.311
C 3.047 -1.227 -2.517
C 2.131 -0.757 -3.458
C 0.775 -0.769 -3.189
H -2.290 -0.587 -3.548
H -3.421 -0.308 -2.234
H -3.963 -2.408 -0.820
H -4.909 -4.648 -1.203
H -3.499 -6.443 -2.154
H -1.114 -6.009 -2.653
H -0.153 -3.781 -2.265
H 0.881 -2.331 -0.174
H 3.312 -2.162 -0.606
H 4.104 -1.226 -2.746
H 2.492 -0.389 -4.410
H 0.068 -0.435 -3.941
S 1.681 1.704 -0.828
C 1.086 3.111 -1.653
N 0.802 3.023 -2.966
C 0.357 4.049 -3.710
C 0.230 5.291 -3.150
C 0.575 5.452 -1.808
C 0.999 4.367 -1.063
H 0.880 2.105 -3.383
H 0.115 3.839 -4.740
H -0.124 6.121 -3.742
H 0.513 6.429 -1.348
H 1.274 4.475 -0.024

=====

No. 8
7
Properties=species:S:1:pos:R:3 method="wB97M-V/def2-TZVPD" total_energy_ha=-712.65990 molar_mass_g_mol=96.488 e_above_lowest_kcal_mol=12.3 spin_multiplicity=1 orbital_gap_ev=10.79 smiles="O=C[C@H](F)Cl"
O 2.046 -0.127 0.225
C 1.323 -0.232 -0.700
C -0.328 -0.415 -0.462
F -0.850 0.239 -1.460
Cl -0.918 0.270 1.215
H 1.609 -0.384 -1.765
H -0.684 -1.460 -0.575

=====

No. 9
37
Properties=species:S:1:pos:R:3 method="wB97M-V/def2-TZVPD" total_energy_ha=-1413.15502 molar_mass_g_mol=322.151 charge=-2 spin_multiplicity=1 orbital_gap_ev=2.87
C -1.319 -3.554 2.489
B -0.465 -3.197 1.229
O 0.430 -4.101 0.682
C -0.596 -1.779 0.479
C -1.576 -0.967 1.193
N -2.356 -0.370 1.786
C -1.189 -2.123 -0.944
C -0.305 -1.857 -2.072
N 0.394 -1.833 -2.979
C 0.817 -1.122 0.483
C 0.865 0.383 0.341
C 1.067 0.964 -0.915
C 1.089 2.339 -1.105
C 0.910 3.155 0.003
C 0.743 2.597 1.261
C 0.719 1.218 1.456
C 0.544 0.733 2.881
H -2.386 -3.471 2.278
H -1.100 -4.557 2.855
H -1.089 -2.831 3.275
H 1.331 -3.760 0.692
H -2.116 -1.569 -1.090
H -1.445 -3.182 -0.991
H 1.275 -1.349 1.453
H 1.442 -1.611 -0.264
H 1.207 0.336 -1.785
H 1.216 2.755 -2.107
H 0.901 4.230 -0.119
H 0.611 3.242 2.124
H 1.298 1.185 3.527
H 0.642 -0.348 2.978
H -0.448 0.991 3.250
O -0.137 3.726 -5.953
S -0.231 3.894 -4.477
O 1.099 3.569 -3.856
O -1.254 2.963 -3.915
O -0.589 5.302 -4.143

=====

No. 10
77
Properties=species:S:1:pos:R:3 method="wB97M-V/def2-TZVPD" total_energy_ha=-2581.26426 molar_mass_g_mol=803.516 charge=+2 spin_multiplicity=1 orbital_gap_ev=7.41
Y 0.371 0.189 0.265
C -3.197 3.068 -0.982
C -2.006 2.172 -0.906
N -1.502 1.728 0.192
N -2.140 2.061 1.357
C -1.368 2.033 2.420
N -1.974 2.276 3.596
S 0.354 1.732 2.488
C -1.298 1.788 -2.150
C -1.627 2.353 -3.376
C -0.924 1.973 -4.508
C 0.082 1.029 -4.393
C 0.348 0.512 -3.138
N -0.313 0.880 -2.041
H -3.659 3.159 -0.005
H -3.926 2.684 -1.696
H -2.893 4.062 -1.321
H -2.932 2.584 3.589
H -1.418 2.418 4.420
H -2.418 3.084 -3.444
H -1.166 2.407 -5.469
H 0.646 0.694 -5.252
H 1.120 -0.237 -3.000
O 3.513 -3.034 5.996
C 4.317 -2.339 5.073
C 3.465 -1.899 3.918
C 4.031 -1.247 2.828
C 3.210 -0.834 1.802
N 1.888 -1.048 1.785
C 1.339 -1.700 2.826
C 2.097 -2.121 3.907
C -0.128 -1.940 2.760
C -0.778 -2.765 3.662
C -2.149 -2.952 3.566
C -2.882 -3.839 4.532
O -1.950 -4.451 5.392
C -2.830 -2.297 2.547
C -2.113 -1.503 1.678
N -0.790 -1.327 1.765
H 4.040 -3.278 6.763
H 5.128 -2.968 4.687
H 4.775 -1.449 5.521
H 5.094 -1.048 2.782
H 3.615 -0.297 0.954
H 1.646 -2.619 4.751
H -0.239 -3.276 4.444
H -3.447 -4.582 3.957
H -3.605 -3.228 5.083
H -2.413 -4.882 6.116
H -3.900 -2.398 2.423
H -2.624 -0.975 0.879
C 4.103 1.693 -1.980
C 2.800 1.973 -1.305
O 2.337 1.121 -0.526
C 2.076 3.215 -1.584
C 1.144 3.694 -0.661
C 0.447 4.860 -0.924
C 0.664 5.546 -2.113
C 1.593 5.077 -3.035
C 2.311 3.926 -2.767
H 4.567 0.813 -1.545
H 4.771 2.551 -1.909
H 3.929 1.509 -3.044
H 0.993 3.189 0.287
H -0.251 5.244 -0.191
H 0.122 6.460 -2.316
H 1.767 5.618 -3.955
H 3.039 3.574 -3.485
N -0.005 -3.716 -2.016
C 0.748 -2.951 -1.236
O 0.411 -1.783 -0.969
C 2.018 -3.541 -0.701
I 1.569 -4.836 0.935
H -0.889 -3.367 -2.351
H 0.229 -4.680 -2.190
H 2.661 -2.752 -0.327
H 2.534 -4.140 -1.446